Density functional theory data (the ωB97M-V functional and the def2-TZVPD basis) for a cluster of 9 separate species, C30H52IN10O21 in total.

Results
HOMO level   -0.3882 Ha
Net charge   +1
Gap between HOMO and LUMO   6.5 eV
Maximum force   0.89 eV Å⁻¹
LUMO level   -0.1505 Eh
E_tot   -3598.632888 a.u.

Positions of all 114 atoms, in Å:
H 0.71465 3.15881 -3.14755
C 1.17461 1.71546 -1.66120
O 3.36510 1.49879 1.96425
O 3.23979 6.98536 -4.20056
H 0.71496 -1.83554 -3.53552
H -3.25338 -2.04629 1.97320
H 0.02934 -3.35943 1.47914
C 1.57071 -1.83107 -2.86763
O 0.48634 6.09871 -1.74930
C 0.30681 -4.36257 1.16246
H 0.49711 -2.35034 -0.32290
H 0.42796 -0.07079 -9.12232
H -5.88503 1.53241 -3.31220
H 4.90338 5.06397 -3.72931
H -4.64297 -6.38760 6.18159
H 1.57173 -2.26405 1.95718
C -4.96320 1.87795 -3.76967
H -1.36222 1.84045 -1.90829
I 3.08934 1.73145 -4.64188
H 3.22681 4.53121 -3.41850
H -1.27173 3.24039 -0.86559
N 1.55148 9.51317 1.79214
N -3.84050 1.35308 -2.94574
C 3.79166 -4.23867 2.64660
H 0.97892 0.10631 3.86423
C 0.42815 -3.18295 -1.02281
C -1.04046 2.87919 -1.86311
H 3.08900 -7.49068 3.24940
C 2.44055 -0.61105 -0.88282
C 1.54716 -3.13160 -2.06374
H 0.97660 -6.83883 2.16813
O 2.80792 0.42390 4.78002
O -1.27233 -2.79049 3.45588
C -3.49122 -2.68919 2.81663
H -4.26887 -3.40142 2.57528
H -8.64778 -6.72023 4.99530
C 2.92979 10.06430 1.89420
H 3.20591 10.42419 0.90792
C 2.95185 -6.47656 2.90226
C 1.67230 -0.59998 -2.02334
C 2.14049 1.45920 2.73193
N 0.49579 -4.43639 -0.29474
C 1.94338 1.70010 -0.52168
H -0.09651 -5.14296 -0.69999
H 2.45480 -1.83592 -3.51489
H -8.79290 -5.32645 6.11704
H 1.35484 1.42954 -8.85189
C 2.59193 -3.88189 2.06538
C 2.59341 0.53830 -0.12914
O -4.47866 -3.56689 7.19933
H 3.58056 9.25011 2.19703
O 1.38463 8.59878 1.00409
O -2.29001 -4.65275 3.09791
N 3.58176 6.56645 -3.11672
C 0.48530 2.96613 -2.10124
N -4.37807 -4.32216 6.26209
H -0.49876 -5.02927 1.46443
C 1.56360 -4.80123 1.86756
H -9.54847 -6.88691 6.53797
H -3.65255 -5.80090 7.55725
H -4.90515 2.96191 -3.73701
H 2.16185 -0.16141 -8.67982
O 2.77078 -0.11690 -10.99747
H -1.59391 3.43279 -2.61317
H 2.06125 2.61687 0.03611
H -4.85100 1.50046 -4.77832
N -7.47265 -6.81903 6.72996
H -1.57086 8.14151 -0.96236
C 4.04612 5.15175 -3.06824
O -6.62074 -7.40230 6.08519
N -0.69087 6.36679 -1.60330
N 1.75608 0.44625 -10.64928
H -1.74715 6.75935 0.14933
O 0.68456 9.99559 2.48127
C 1.40082 0.40355 -9.20364
C -3.86654 -5.69722 6.50068
O -3.01531 0.63531 -3.48643
H 2.30855 0.12912 5.54423
H 1.33303 -3.93336 -2.76990
H 4.31238 4.91527 -2.04442
C 2.03480 0.23556 3.61008
C 1.22861 0.65175 -4.87824
H 4.89819 -5.84683 3.53245
O -4.66601 -4.03773 5.11028
H 2.95620 -1.51289 -0.58197
H -2.97176 -5.81635 5.89586
H 2.17884 2.33519 3.37391
O 2.43587 -2.56110 1.65216
H 2.50244 -3.35070 -1.59129
O -3.80136 1.68052 -1.78191
H -0.16256 7.60586 0.01441
H -0.52865 -3.07335 -1.55397
O -7.38325 -6.54284 7.90380
O 0.95259 0.16984 -5.92024
C 3.53175 0.51729 1.05783
H 2.36514 -0.66982 3.08951
H 0.88833 3.78150 -1.51145
H -0.34180 -0.25132 -3.74371
H 1.27104 1.57016 2.08044
C -1.06537 7.29654 -0.50404
C -8.71906 -6.40593 6.02908
C 1.75858 -6.10249 2.30292
H -0.29354 1.49255 -3.69849
C 3.96869 -5.54850 3.06956
O 0.99585 1.04767 -11.37635
N -2.25334 -3.44490 3.14920
N 1.06520 0.56833 -2.39586
O 3.57517 7.19275 -2.07990
O -1.58226 5.92174 -2.29788
O 4.42441 -0.27706 1.09685
H 4.56539 -3.49437 2.76820
H -3.75518 -2.10591 3.69161
C 0.32065 0.60057 -3.65485
H 2.92031 10.86331 2.62502